{
  "formula": "C3H9O",
  "method": "wB97M-V/def2-TZVPD",
  "gap_ha": 0.2294,
  "relative_energy_ev": 0.2579,
  "total_charge": -1,
  "e_lumo_ev": 4.1,
  "energy_ha": -194.90509,
  "symbols": ["O", "H", "C", "C", "C", "H", "H", "H", "H", "H", "H", "H", "H"],
  "positions_angstrom": [[2.73782, 0.09338, -0.25158], [3.01525, -0.38682, -1.05174], [-1.99891, -0.61893, 0.63325], [-0.51872, -0.20518, 0.49298], [-0.36566, 0.74098, -0.72828], [-2.54412, 0.19622, 1.12393], [-2.14622, -1.44841, 1.33592], [-2.43734, -0.83090, -0.33735], [0.15500, -1.03672, 0.31307], [-0.15765, 0.23906, 1.41960], [-0.67610, 0.10523, -1.55705], [-0.82517, 1.71135, -0.55338], [0.71882, 0.89785, -0.83806]]
}

{
  "formula": "C38H37N4O5P2PdS4",
  "method": "wB97M-V/def2-TZVPD",
  "gap_ha": [0.2648, 0.1725],
  "relative_energy_ev": 0.5623,
  "total_charge": 1,
  "e_lumo_ev": [-2.7, -5.7],
  "spin_multiplicity": 5,
  "s2": 6.07,
  "energy_ha": -4468.43869,
  "symbols": ["Pd", "S", "P", "C", "P", "S", "C", "C", "C", "C", "C", "C", "C", "C", "C", "C", "C", "C", "C", "C", "C", "C", "C", "C", "C", "C", "C", "C", "C", "C", "H", "H", "H", "H", "H", "H", "H", "H", "H", "H", "H", "H", "H", "H", "H", "H", "H", "H", "H", "H", "O", "N", "C", "C", "C", "C", "C", "S", "H", "H", "H", "H", "C", "C", "S", "O", "O", "C", "C", "N", "C", "N", "C", "C", "N", "O", "O", "C", "H", "H", "H", "H", "H", "H", "H", "H", "H", "H", "H", "H", "H"],
  "positions_angstrom": [[1.17447, -0.54034, -0.91666], [-2.32076, 0.22848, 0.92598], [-0.88144, -0.50033, 2.04002], [0.63789, -0.79145, 1.13401], [2.25396, -1.10226, 1.80572], [3.40334, -1.12404, 0.14608], [2.84900, 0.19926, 2.90305], [2.48111, 1.50931, 2.60223], [2.97201, 2.55916, 3.35506], [3.84682, 2.30917, 4.40409], [4.23112, 1.01006, 4.69515], [3.73445, -0.04757, 3.94787], [2.29555, -2.68654, 2.67180], [1.91876, -2.81604, 4.00757], [1.84135, -4.06998, 4.58883], [2.13827, -5.20150, 3.84185], [2.52355, -5.07787, 2.51549], [2.60338, -3.82487, 1.93028], [-1.32570, -2.08957, 2.77869], [-0.93914, -3.26602, 2.14292], [-1.34688, -4.49236, 2.64028], [-2.15109, -4.54781, 3.76907], [-2.55983, -3.37626, 4.39161], [-2.15612, -2.14784, 3.89513], [-0.46158, 0.64492, 3.38905], [-0.58140, 2.00906, 3.13319], [-0.19171, 2.93646, 4.08352], [0.31442, 2.51062, 5.30284], [0.41445, 1.15441, 5.57438], [0.02579, 0.22486, 4.62219], [1.80062, 1.70438, 1.77785], [2.67564, 3.57253, 3.12488], [4.23530, 3.13049, 4.98937], [4.92325, 0.81652, 5.50252], [4.05791, -1.05435, 4.16900], [1.69915, -1.93984, 4.59730], [1.55155, -4.16429, 5.62658], [2.07789, -6.17918, 4.29814], [2.76973, -5.95695, 1.93704], [2.91553, -3.72254, 0.89798], [-0.31773, -3.21963, 1.25510], [-1.03967, -5.40354, 2.14673], [-2.47062, -5.50452, 4.15788], [-3.20206, -3.41921, 5.25991], [-2.49691, -1.23665, 4.36955], [-1.00062, 2.33238, 2.18745], [-0.28924, 3.99313, 3.87705], [0.61390, 3.23404, 6.04798], [0.78519, 0.81890, 6.53246], [0.08130, -0.82894, 4.85066], [1.88582, 0.18455, -2.92706], [1.43148, -0.50935, -3.90592], [1.26235, 0.10472, -5.10647], [0.82744, -0.59490, -6.19408], [0.56954, -1.96942, -6.09414], [0.74212, -2.58755, -4.88757], [1.13931, -1.85503, -3.75097], [1.20547, -2.57354, -2.22055], [1.47705, 1.16000, -5.09908], [0.68975, -0.06613, -7.12472], [0.22611, -2.52720, -6.95101], [0.54210, -3.64043, -4.75403], [-1.28010, 3.92463, -7.43189], [-1.59093, 4.40307, -6.02210], [-1.88762, 2.99836, -4.96449], [-0.60653, 2.40667, -4.63383], [-2.90813, 2.16242, -5.53541], [-2.54544, 3.72759, -3.47202], [-3.18310, 2.68928, -2.55849], [-2.42349, 1.45178, -2.43504], [-1.20412, 1.31361, -1.87009], [-0.78932, 0.06130, -1.92758], [-1.76269, -0.65147, -2.55192], [-2.77478, 0.19380, -2.87854], [-3.99942, -0.17141, -3.52317], [-4.92334, 0.61145, -3.49936], [-4.01841, -1.27001, -4.02897], [-0.43339, 2.43086, -1.28174], [-0.93957, 4.76486, -8.03405], [-2.16326, 3.49209, -7.89572], [-0.49250, 3.17369, -7.42298], [-2.48421, 5.02486, -5.99185], [-0.75650, 4.94349, -5.57704], [-3.32672, 4.42157, -3.77778], [-1.73156, 4.28400, -3.01421], [-4.15880, 2.41130, -2.95099], [-3.32399, 3.11570, -1.56248], [-1.72193, -1.71494, -2.70398], [-1.07761, 3.08281, -0.69303], [0.06466, 3.00366, -2.06379], [0.33009, 2.02341, -0.60862]]
}